# 1
This record from the OMol25 dataset describes a cluster of 3 separate species, C31H62N5O4 in total. The level of theory is ωB97M-V with the def2-TZVPD basis set.

Values from the calculation:
- 2S+1 = 3
- expectation value of S² = 2.0089
- total energy (eV) = -48776.875
- net charge = +1
- HOMO level (spin up / spin down) (Ha) = -0.379 / -0.404
- frontier orbital gap (spin up / spin down) (eV) = 3.85 / 4.53

Geometry (Å):
1 C -1.06829 2.25764 -4.99360
2 C -2.42062 1.59734 -4.40004
3 C -2.19811 0.08172 -3.91427
4 C -2.83196 -0.22627 -2.48106
5 N -4.34731 -0.16591 -2.33660
6 C -4.48332 1.00025 -1.44198
7 N -5.26587 2.09021 -1.52234
8 N -3.45748 0.73418 -0.38807
9 C -2.22877 0.60966 -1.21922
10 C -0.93855 -0.13305 -0.63647
11 C -0.93820 -0.34386 0.94986
12 C 0.19227 -1.47779 1.24564
13 C 1.25231 -1.01171 2.35622
14 C 2.76427 -1.18416 1.81622
15 O 3.47286 0.07409 1.67451
16 C 2.91986 0.86422 0.63810
17 C 1.99924 2.08510 1.08075
18 O 3.08027 0.65200 -0.56918
19 H -0.25972 2.37079 -4.18534
20 H -0.64217 1.63963 -5.85174
21 H -1.33724 3.31700 -5.33336
22 H -3.16191 1.58529 -5.27575
23 H -2.85974 2.25631 -3.57876
24 H -1.06981 -0.10364 -3.93920
25 H -2.68131 -0.60564 -4.67485
26 H -2.65682 -1.35847 -2.37912
27 H -4.46698 -0.93924 -1.65544
28 H -6.20994 2.19062 -1.13920
29 H -4.83696 2.92663 -1.95769
30 H -3.68137 -0.02199 0.27059
31 H -1.90495 1.63749 -1.57460
32 H 0.01839 0.42392 -0.94018
33 H -0.90756 -1.17309 -1.12306
34 H -1.91674 -0.77982 1.34039
35 H -0.74741 0.61271 1.53611
36 H -0.31829 -2.44309 1.55379
37 H 0.73192 -1.70036 0.25849
38 H 1.14120 -1.73618 3.23993
39 H 1.04192 0.03885 2.74125
40 H 2.80607 -1.72024 0.80697
41 H 3.30489 -1.87388 2.55038
42 H 0.90279 1.81528 0.87027
43 H 2.22955 2.98244 0.42373
44 H 2.13423 2.36480 2.17059
45 C 4.73286 -4.62700 -2.56414
46 C 4.13248 -4.19850 -3.93740
47 C 5.19419 -4.26760 -5.06366
48 C 6.14582 -3.08092 -5.13835
49 C 5.37326 -1.76732 -5.11036
50 C 4.44016 -1.67315 -3.88914
51 N 3.51588 -2.84550 -3.78765
52 O 2.57480 -2.70911 -4.74894
53 C 5.31319 -1.54001 -2.61793
54 C 3.67027 -0.33348 -3.94091
55 C 3.10303 -5.31563 -4.25397
56 H 4.68589 -3.84095 -1.81139
57 H 4.17360 -5.45345 -2.11798
58 H 5.77409 -4.94478 -2.65482
59 H 4.68775 -4.33965 -6.03432
60 H 5.78158 -5.18598 -4.96600
61 H 6.86844 -3.12398 -4.31899
62 H 6.73076 -3.13907 -6.06096
63 H 6.08118 -0.93280 -5.11132
64 H 4.79632 -1.67315 -6.03816
65 H 4.69351 -1.48787 -1.71675
66 H 5.90871 -0.62417 -2.65493
67 H 6.02924 -2.35236 -2.49397
68 H 3.09681 -0.21242 -4.86331
69 H 4.35963 0.51366 -3.89424
70 H 2.98334 -0.24400 -3.09436
71 H 2.27068 -5.30497 -3.54374
72 H 3.57805 -6.29917 -4.19433
73 H 2.69151 -5.23155 -5.26277
74 C -4.16122 2.48560 7.34920
75 C -3.26717 1.57142 6.45757
76 C -1.80341 2.07772 6.41893
77 C -1.53554 3.23028 5.46013
78 C -2.11212 2.92946 4.08153
79 C -3.61014 2.57901 4.14722
80 N -3.89227 1.46585 5.10394
81 O -3.45923 0.31887 4.53353
82 C -4.39243 3.85782 4.53234
83 C -4.11894 2.25769 2.72339
84 C -3.23172 0.22567 7.22931
85 H -4.98470 2.94437 6.80353
86 H -4.65418 1.91927 8.14301
87 H -3.58492 3.28367 7.82290
88 H -1.14243 1.25186 6.12681
89 H -1.48472 2.37229 7.42340
90 H -1.95036 4.15913 5.86034
91 H -0.45688 3.39246 5.37568
92 H -1.95328 3.79324 3.42795
93 H -1.54728 2.10348 3.63112
94 H -5.46560 3.65584 4.61076
95 H -4.26283 4.63186 3.77100
96 H -4.06034 4.30648 5.46785
97 H -3.56189 1.44505 2.25205
98 H -4.01206 3.12544 2.06627
99 H -5.17911 1.98563 2.73739
100 H -4.21789 -0.24708 7.25353
101 H -2.91581 0.38835 8.26370
102 H -2.52318 -0.48563 6.79772

Mulliken population analysis, charges in e, atoms 1 to 99: -1.13, -0.20, -0.73, -0.37, -0.39, 0.16, -0.27, -0.17, 0.21, -0.91, 0.54, -0.88, -0.36, -0.43, -0.41, 0.69, -0.80, -0.39, 0.26, 0.32, 0.35, 0.31, 0.05, 0.28, 0.38, 0.43, 0.45, 0.27, 0.29, 0.37, 0.18, 0.06, 0.47, 0.44, -0.47, 0.39, 0.34, 0.46, 0.05, 0.11, 0.35, 0.05, 0.38, 0.31, -1.55, 1.84, -1.46, -0.47, -1.40, 1.83, 0.45, -0.58, -1.72, -1.67, -1.86, 0.23, 0.48, 0.31, 0.39, 0.40, 0.28, 0.42, 0.40, 0.35, 0.13, 0.46, 0.45, 0.36, 0.42, 0.26, 0.46, 0.45, 0.35, -1.66, 1.87, -1.47, -0.66, -0.68, 2.09, 0.36, -0.56, -2.20, -1.92, -1.86, 0.34, 0.48, 0.33, 0.39, 0.41, 0.31, 0.44, 0.47, -0.21, 0.39, 0.39, 0.48, 0.25, 0.38, 0.54

# 2
This record from the OMol25 dataset describes a structure of composition C31H62P2ReSi2. The level of theory is ωB97M-V with the def2-TZVPD basis set.

Values from the calculation:
- 2S+1 = 4
- expectation value of S² = 3.7783
- total energy (eV) = -69591.628
- net charge = +2
- HOMO level (spin up / spin down) (Ha) = -0.465 / -0.465
- frontier orbital gap (spin up / spin down) (eV) = 4.98 / 4.99
- energy above the lowest of the compared OMol25 structures with the same formula, charge and spin (kJ/mol) = 1013.30

Geometry (Å):
1 Re 0.09782 -1.91846 -1.10259
2 C -0.20444 -3.17662 0.74539
3 C 1.13364 -3.18715 0.12072
4 C 1.12974 -1.75976 1.98160
5 C -0.19179 -2.20497 1.79664
6 C 1.94182 -2.28397 0.97240
7 C -1.22594 -4.26732 0.66901
8 H -0.90717 -5.02751 -0.04210
9 H -2.20653 -3.86712 0.37281
10 H -1.35162 -4.74771 1.64741
11 C -1.31865 -1.84936 2.70159
12 H -2.25919 -2.33042 2.39124
13 H -1.43646 -0.74954 2.66132
14 H -1.11816 -2.12294 3.75751
15 C 1.56833 -1.00806 3.19407
16 H 1.55209 -1.66304 4.08141
17 H 0.86169 -0.18994 3.39859
18 H 2.57833 -0.59446 3.09017
19 C 3.42596 -2.25130 0.97769
20 H 3.80088 -2.79817 1.86368
21 H 3.81302 -1.22011 1.05324
22 H 3.85865 -2.71733 0.07757
23 C 1.68220 -4.39242 -0.55749
24 H 1.91615 -5.10879 0.22206
25 H 2.57076 -4.16258 -1.12796
26 H 0.95523 -4.82867 -1.23374
27 C -1.30667 -0.01962 -3.50135
28 C -1.41759 -1.52146 -3.45473
29 C -0.49172 -2.39390 -4.29357
30 C 0.92246 -2.69346 -3.85567
31 C 1.35720 -2.10965 -2.54065
32 C 0.99844 -0.61235 -2.30090
33 C 1.16138 0.17376 -3.60808
34 C -0.14516 0.52962 -4.34351
35 H -0.45405 -2.07906 -5.32683
36 H 1.62786 -2.33276 -4.59995
37 H -0.99629 -3.36477 -4.29072
38 H -0.16353 0.03106 -5.32970
39 H -2.21165 0.42592 -3.92974
40 H -2.49571 -1.82508 -3.65024
41 H -0.23921 1.61187 -4.52597
42 H 1.65068 1.12501 -3.34113
43 H 1.62115 -0.12748 -1.53695
44 H 1.82655 -0.40269 -4.29041
45 H 1.11734 -3.77264 -3.81120
46 H 2.41628 -2.23171 -2.41577
47 P -1.20451 0.61374 -1.76720
48 P 2.56321 2.10135 -0.12470
49 C -0.21625 2.31538 -1.59168
50 C 1.30627 2.68062 -1.43256
51 H -0.73846 2.77630 -0.73902
52 H -0.54547 2.83763 -2.50368
53 H 1.81609 2.61125 -2.40367
54 H 1.31390 3.75696 -1.17848
55 C 3.81911 3.38509 0.16211
56 H 4.40776 3.07427 1.04135
57 H 3.34351 4.34875 0.37263
58 H 4.46030 3.45370 -0.72445
59 C 3.70360 0.87940 -0.91671
60 H 4.04482 1.26382 -1.88689
61 H 3.27525 -0.12225 -1.07139
62 H 4.58127 0.73697 -0.27243
63 C -3.03705 0.48444 -1.55908
64 H -3.30447 -0.41778 -1.00256
65 H -3.53003 0.39181 -2.53432
66 H -3.43937 1.35651 -1.04889
67 C -1.67934 -2.65796 -1.44968
68 H -1.63432 -3.59962 -1.99525
69 H -1.40533 -1.83764 -2.31808
70 H -2.68425 -2.34201 -1.16224
71 C -3.34490 3.09764 0.53957
72 Si -2.78956 1.73766 1.74444
73 C -3.38686 2.41973 3.39116
74 C -3.72213 0.08650 1.58548
75 C -0.93203 1.45474 1.64760
76 Si 0.12151 2.45960 2.82349
77 C -0.38503 1.99877 4.58907
78 C 2.00092 2.16675 2.83501
79 C -0.12509 4.27945 2.37498
80 H -4.44296 3.14202 0.54128
81 H -3.02680 3.00202 -0.50464
82 H -2.97107 4.06998 0.88789
83 H -4.47269 2.57139 3.30638
84 H -3.20867 1.72922 4.22226
85 H -2.94115 3.38675 3.64819
86 H -4.71024 0.24636 1.12466
87 H -3.17348 -0.66192 0.99734
88 H -3.89724 -0.34099 2.58574
89 H -0.51076 1.05708 0.73989
90 H 0.51591 1.87886 5.20917
91 H -0.99873 2.78476 5.04800
92 H -0.94753 1.05407 4.61678
93 H 2.31013 1.41514 2.08412
94 H 2.32010 1.80087 3.82411
95 H 2.55189 3.10014 2.64329
96 H -0.11031 4.42075 1.28431
97 H -1.07259 4.68245 2.75587
98 H 0.68899 4.88662 2.79624

List of Mulliken charges in e, atom by atom: 0.03, -0.83, 1.97, 1.74, 0.39, 0.27, -1.23, 0.34, 0.39, 0.40, -1.48, 0.49, -0.35, 0.39, -1.62, 0.45, -0.10, 0.44, -1.89, 0.42, 0.34, 0.33, -1.88, 0.45, 0.45, 0.38, 0.35, -0.61, -0.92, -1.45, -0.05, 0.32, -0.68, -1.73, 0.46, 0.48, 0.52, 0.42, 0.88, 0.52, 0.43, -0.04, -1.18, 0.75, 0.44, 0.79, 1.11, 1.16, -0.29, -2.03, 0.10, 0.80, 0.81, 0.73, -1.54, 0.41, 0.43, 0.49, -1.04, 0.47, -0.06, 0.48, -1.23, 0.01, 0.59, 0.29, -1.04, 0.68, -0.64, 0.74, -1.20, 0.31, -1.20, -0.54, 0.60, 0.23, -1.28, -0.69, -1.09, 0.48, 0.47, 0.36, 0.37, 0.39, 0.30, 0.52, -0.35, 0.44, -0.07, 0.47, 0.38, 0.28, -0.57, 0.52, 0.39, 0.27, 0.35, 0.45